# 1
{
  "formula": "C3H6F2NP",
  "method": "ωB97M-V/def2-TZVPD",
  "e_homo_ha": [-0.2007, -0.3583],
  "orbital_gap_ev": [6.37, 7.11],
  "lumo_energy_ev": [0.91, -2.64],
  "multiplicity": 3,
  "symbols": ["C", "C", "C", "N", "F", "F", "P", "H", "H", "H", "H", "H", "H"],
  "coordinates": [[0.237498, -0.565667, 0.830909], [0.304163, 0.905490, -1.740579], [-0.809144, -0.112730, 1.914735], [1.398648, -0.914996, 1.079367], [-1.269905, 0.990485, 1.316447], [-1.866292, -0.948548, 2.150363], [-0.835185, -0.444104, -1.129591], [0.001324, 0.900286, -2.783541], [1.328844, 0.746941, -1.502807], [0.041066, 1.829885, -1.277798], [-0.183837, 0.113526, 2.758349], [2.020941, -0.966669, 0.276308], [-0.368120, -1.533899, -1.892164]],
  "atomic_forces_ev_per_a": [[-1.4, 2.0, 2.0], [-1.5, -1.2, 0.2], [1.3, -1.6, -2.7], [0.5, -2.0, -0.8], [-1.4, 1.4, 0.6], [0.8, 0.6, 0.2], [0.1, -0.4, 0.2], [0.7, 0.4, -0.4], [0.9, -0.4, -0.4], [-0.5, 0.6, 0.3], [-0.5, 0.1, 1.0], [0.6, 0.3, 0.2], [0.1, 0.1, -0.5]],
  "mulliken_spin": [0.48, 0.04, 0.08, 0.49, 0.01, 0.02, 0.85, -0.02, 0.02, -0.01, -0.01, 0.03, 0.02]
}

=====

# 2
{
  "formula": "C9H15NO4S",
  "method": "ωB97M-V/def2-TZVPD",
  "e_homo_ha": -0.3265,
  "orbital_gap_ev": 9.58,
  "lumo_energy_ev": 0.70,
  "symbols": ["C", "C", "C", "C", "C", "C", "C", "C", "C", "N", "O", "O", "O", "O", "S", "H", "H", "H", "H", "H", "H", "H", "H", "H", "H", "H", "H", "H", "H", "H"],
  "coordinates": [[2.370140, 0.544582, 0.145946], [-0.096265, -1.289612, -1.931752], [0.867989, -0.075239, 0.285572], [-0.981547, -0.150955, -1.434189], [-0.236255, 0.723780, -0.425475], [-2.388987, 0.338014, 0.258572], [-2.782267, -0.360979, 1.523525], [-3.401220, 1.317703, -0.122747], [4.677681, 0.237747, 0.686272], [3.221696, -0.104649, 0.850825], [2.571054, 1.338271, -0.721154], [0.665058, -2.682780, 0.256653], [-2.057491, -0.578800, -0.628307], [-1.100603, 1.049245, 0.595712], [1.162191, -1.670626, -0.689289], [-0.680033, -2.164049, -1.762201], [0.349447, -1.163196, -2.893792], [0.628826, -0.282783, 1.285850], [-1.482845, 0.445685, -2.133224], [0.127684, 1.657878, -0.904971], [-3.334936, 0.339810, 2.209015], [-1.857093, -0.748527, 1.941135], [-3.365646, -1.299193, 1.306309], [-4.288326, 0.739017, -0.690229], [-2.989725, 2.091217, -0.743760], [-3.902753, 1.787239, 0.739237], [4.893562, 1.230745, 0.332911], [5.292041, -0.038890, 1.476664], [5.100710, -0.345260, -0.197059], [3.017904, -0.885400, 1.383943]],
  "atomic_forces_ev_per_a": [[-5.4, -1.0, -0.9], [-1.0, 0.6, 1.6], [2.9, 0.9, -3.4], [0.4, 0.3, 1.2], [2.1, 0.7, 0.3], [0.9, 1.3, 3.8], [-0.9, -1.1, 0.9], [-3.5, -0.1, -1.7], [-0.7, -1.6, -3.3], [5.3, 1.4, 1.0], [0.9, 1.8, -1.1], [-0.4, -1.2, 0.1], [0.5, -3.4, -1.9], [-2.7, 0.2, -0.3], [0.5, 1.4, 1.0], [-0.6, -1.1, -0.9], [0.1, 0.0, -0.6], [-0.4, -0.7, 1.2], [0.1, 0.9, -2.0], [0.3, -0.6, 0.2], [0.7, -1.0, -0.5], [0.0, 0.2, 0.5], [0.1, 1.2, 0.1], [2.0, 1.3, 1.1], [0.0, 0.4, -0.5], [0.5, -0.1, -0.3], [-0.7, 0.7, 0.5], [0.6, -0.3, 1.9], [-0.7, 0.3, 0.9], [-0.8, -1.4, 1.1]],
  "lowdin_charge": [-0.58, -0.20, -0.17, -0.25, -0.29, -0.66, 0.02, 0.00, -0.02, 0.05, 0.08, -0.52, 0.01, -0.03, 0.98, 0.09, 0.09, 0.11, 0.14, 0.17, 0.11, 0.09, 0.11, 0.15, 0.08, 0.09, 0.08, 0.05, 0.11, 0.11]
}

=====

# 3
{
  "formula": "C26H30N4O5",
  "method": "ωB97M-V/def2-TZVPD",
  "e_homo_ha": -0.3014,
  "orbital_gap_ev": 8.09,
  "lumo_energy_ev": -0.11,
  "symbols": ["C", "H", "O", "C", "C", "N", "C", "O", "C", "N", "C", "O", "C", "C", "C", "O", "N", "C", "N", "C", "C", "C", "C", "H", "H", "H", "H", "H", "H", "H", "H", "H", "C", "C", "C", "C", "C", "O", "H", "H", "H", "H", "H", "C", "C", "C", "C", "C", "C", "H", "H", "C", "H", "H", "H", "H", "H", "H", "H", "H", "H", "H", "H", "H", "H"],
  "coordinates": [[-3.621367, -1.553446, -2.245591], [-2.572572, -1.948774, -2.735127], [-3.348172, -0.181804, -1.812214], [-3.040725, 0.650037, -2.764344], [-2.802090, 1.829942, -2.180250], [-1.869757, 1.734043, -0.969287], [-2.097696, 2.021197, 0.432180], [-2.910604, 2.897256, 0.548510], [-1.042912, 1.522011, 1.131591], [-1.163693, 0.000384, 1.268264], [-0.746938, -0.544006, 0.331570], [-0.211235, -0.191815, -0.769570], [-0.807147, -2.423678, 0.386895], [0.128132, -2.919166, -0.403740], [1.540186, -2.858436, -0.105520], [1.968067, -3.598608, 0.989346], [2.233519, -1.980776, -0.540607], [3.473023, -1.449890, -0.360698], [3.943876, -0.300643, -1.332220], [5.040857, 0.111994, -1.107681], [5.994010, -0.415279, -0.449142], [5.574364, -1.346926, 0.658629], [4.403554, -1.839819, 0.524324], [4.036330, -2.707592, 1.287769], [6.414395, -1.674889, 0.954591], [7.118528, 0.030307, -0.367994], [5.293540, 0.677329, -1.927317], [1.685457, -1.038406, -1.216106], [-0.216079, -4.105249, -0.284513], [0.019866, -2.685540, -1.390421], [-1.856581, -2.401886, 0.245277], [-0.629098, -2.546956, 1.402128], [-2.116253, -0.408094, 2.288904], [-3.501227, -0.896182, 1.644615], [-4.194905, -2.010517, 1.535468], [-5.330757, -1.417900, 0.909732], [-5.299531, -0.271277, 0.482858], [-4.194999, 0.259781, 1.401713], [-6.032780, 0.440457, 0.203107], [-6.274925, -2.166710, 0.698486], [-3.773166, -2.989051, 2.033405], [-2.415286, 0.408094, 3.258508], [-1.852353, -1.380336, 2.797141], [0.408194, 1.703845, 0.980365], [0.693988, 3.029517, 0.140981], [2.281210, 3.257972, 0.037197], [3.227403, 2.462014, 0.662286], [2.931015, 1.299822, 1.393919], [1.501713, 1.183836, 1.423334], [1.102534, 0.283633, 2.165400], [3.599686, 0.892720, 1.761126], [4.597986, 3.038245, 0.418570], [4.978398, 3.313904, -0.663589], [4.832644, 3.793976, 1.179690], [5.365815, 2.135763, 0.901799], [2.415317, 4.298508, -0.316945], [0.000424, 3.516049, -0.295569], [-1.314677, 1.891682, 2.277905], [-1.026572, 1.274253, -1.207538], [-3.581686, 2.350998, -1.229673], [-2.445169, 2.679327, -2.854354], [-2.125213, 0.329920, -3.143409], [-3.824524, 0.822837, -3.571235], [-4.569035, -1.582372, -3.028723], [-3.994291, -2.305641, -1.484186]],
  "atomic_forces_ev_per_a": [[0.1, -0.3, -2.4], [-2.8, 0.7, 0.9], [-3.2, -6.2, 3.6], [-1.8, -2.2, -4.8], [0.5, 10.8, 8.6], [0.2, -0.4, -0.9], [-1.7, 3.1, -11.0], [-1.6, 0.7, 3.5], [2.6, -3.2, 10.1], [-5.5, 8.9, 9.9], [5.7, -12.1, -12.3], [-0.2, -0.3, 2.3], [-4.4, 8.6, 5.0], [2.1, -7.8, -3.7], [-1.9, -8.7, 11.3], [-1.5, 2.5, -4.8], [2.6, 11.8, -8.0], [2.7, 3.9, -3.2], [-12.9, -7.6, 2.4], [4.0, 3.9, -3.9], [6.5, -2.6, 8.9], [2.6, 6.8, -7.4], [-6.2, -6.2, 4.4], [0.8, 2.0, -2.0], [5.2, -3.1, 4.0], [-3.0, -1.2, -0.6], [1.2, 2.7, -1.6], [1.3, -3.8, 2.3], [1.5, 2.3, -0.9], [-0.7, 0.7, -3.0], [-0.9, -1.2, -1.0], [0.3, -0.7, 2.0], [-3.0, -2.6, 2.6], [3.1, 5.1, 3.2], [1.8, -1.3, 1.4], [-6.1, -13.4, -0.3], [1.8, 8.4, 2.3], [0.0, -0.8, -4.0], [-0.2, 0.4, -0.5], [2.3, 2.0, 0.2], [-1.7, 1.8, -1.7], [1.4, -2.2, -3.5], [0.8, 1.2, -0.3], [-0.9, 10.3, -6.7], [10.6, -7.6, 5.2], [-7.8, 1.1, 0.4], [0.6, 0.8, -1.3], [-13.4, 10.8, -8.5], [2.2, -7.7, 6.3], [1.5, 1.5, -1.5], [10.6, -7.9, 6.7], [3.9, -3.1, 1.4], [-1.2, -0.6, 2.3], [-0.3, 0.4, -0.7], [-1.6, 2.4, -1.8], [0.9, -1.0, -0.2], [-4.6, 3.8, -3.0], [0.9, -0.8, -2.5], [0.7, -0.8, 0.2], [0.4, -1.2, -4.0], [-0.6, -1.2, 0.8], [1.8, -0.8, -2.0], [0.7, -0.7, 0.5], [2.6, 0.3, 1.4], [0.9, 1.6, -0.1]],
  "lowdin_charge": [-0.06, 0.13, -0.19, -0.42, -0.16, 0.07, -0.47, 0.09, -0.16, 0.02, -0.40, -0.02, -0.08, -0.22, -0.44, -0.10, 0.14, -0.15, 0.18, -0.41, -0.03, -0.03, -0.09, 0.17, 0.04, 0.16, 0.10, 0.30, 0.22, 0.10, 0.08, 0.09, -0.01, -0.31, -0.02, -0.20, -0.02, 0.00, 0.13, 0.18, 0.17, 0.23, 0.13, -0.19, 0.18, 0.00, -0.33, 0.04, -0.06, 0.18, -0.02, -0.08, 0.12, 0.06, 0.13, 0.10, 0.01, 0.22, 0.06, 0.21, 0.15, 0.12, 0.17, 0.13, 0.07]
}

=====

Number 1: E_tot -19416.5211 eV. Number 2: E_tot -30089.2283 eV. Number 3: E_tot -43621.5920 eV.